# 1
Density functional theory data (the ωB97M-V functional and the def2-TZVPD basis) for C4H5NO2 in the gas phase.

As for the LUMO energy: 0.027 Eh. The SMILES is O=CN1CCC1=O. As for the relative energy (zero: lowest compared OMol25 entry of this formula, charge and spin): 29.6 kcal/mol. Its total energy is -9813.0331 eV. As for the net charge: 0.

Geometry as XYZ:
```
12
C4H5NO2, DFT the ωB97M-V functional and the def2-TZVPD basis
O -2.27219 -1.41613 -1.27165
C -1.84527 -0.77509 -0.36464
N -0.48925 -0.25709 -0.25563
C 0.15514 0.35704 0.96408
C 1.38093 0.65824 0.08914
C 0.71528 -0.19571 -0.96492
O 0.88964 -0.57297 -2.04453
H -2.32341 -0.57314 0.59056
H -0.40631 1.24722 1.18678
H 0.25667 -0.24916 1.78832
H 1.65096 1.65417 -0.20539
H 2.28782 0.12262 0.48789
```

The Mulliken scheme yields these atomic charges, measured in e:
1. O -0.453
2. C 0.087
3. N 0.048
4. C -0.690
5. C -0.380
6. C 0.396
7. O -0.502
8. H 0.330
9. H 0.308
10. H 0.339
11. H 0.294
12. H 0.225


# 2
Density functional theory data (the ωB97M-V functional and the def2-TZVPD basis) for a gas-phase ion, CH14NSi4 (charge +1).

As for the LUMO energy: -0.132 Eh. The SMILES is [NH3+][SiH2][C@@H]([SiH3])[SiH2][SiH3]. As for the relative energy (zero: lowest compared OMol25 entry of this formula, charge and spin): 0.0 kcal/mol. Its total energy is -34256.3578 eV. As for the net charge: +1.

Geometry as XYZ:
```
20
CH14NSi4, DFT the ωB97M-V functional and the def2-TZVPD basis
N 2.23337 -1.66227 0.41987
Si 2.15172 0.14207 -0.35078
C 0.33574 0.52368 0.16962
Si -0.18325 2.38958 0.02037
Si -0.96026 -0.62956 -0.60800
Si -3.17651 -0.36828 0.15568
H 2.87039 -2.36481 0.11203
H 2.29843 -1.53074 1.43114
H 1.15660 -1.95484 0.31905
H 2.29646 -0.19333 -1.84496
H 3.12878 0.75089 0.52143
H 0.20765 0.44695 1.21245
H -0.56097 2.93496 -1.40916
H -1.29688 2.85708 1.06134
H 1.15509 2.92663 0.58885
H -0.32062 -2.01447 -0.39848
H -0.65536 -0.41712 -2.00311
H -3.87923 -0.96585 -0.92119
H -3.28500 1.14211 -0.06356
H -3.67253 -0.89513 1.39297
```

The Mulliken scheme yields these atomic charges, measured in e:
1. N -0.494
2. Si 0.395
3. C -0.473
4. Si 0.236
5. Si 0.388
6. Si 0.386
7. H 0.340
8. H 0.374
9. H 0.175
10. H 0.012
11. H -0.035
12. H 0.360
13. H -0.014
14. H -0.025
15. H -0.113
16. H -0.168
17. H -0.084
18. H -0.094
19. H -0.084
20. H -0.083